The following is a DFT calculation (the ωB97M-V functional and the def2-TZVPD basis) of a 2-piece molecular cluster, C2H3NO overall.

Properties
Spin multiplicity: 1
HOMO: -10.3 eV
Total energy: -5657.688 eV

Each atom is followed by the atoms it is bonded to, with distances in Å.
Positions of all 7 atoms, in Å:
1 C -2.400 -0.372 0.418  N3 1.156
2 C 1.455 -0.436 -0.275  O4 1.193, H5 1.098, H6 1.110
3 N -1.882 0.638 0.199  C1 1.156, H7 0.995
4 O 0.703 -0.293 -1.190  C2 1.193
5 H 1.195 -0.909 0.681  C2 1.098
6 H 2.539 -0.197 -0.259  C2 1.110
7 H -1.611 1.568 0.426  N3 0.995